[1]
DFT (ωB97M-V/def2-TZVPD) results for a 2-piece molecular cluster, C4H5O2 overall at a distorted geometry.

```
11
Properties=species:S:1:pos:R:3:mulliken_charge:R:1
C 0.96718 0.03066 0.94686 -0.2335
C 2.08655 0.09177 -0.81734 0.3475
C 0.14079 -0.18082 -0.09307 0.0288
C -2.38644 -0.07698 0.04645 -0.4282
O 2.23377 0.09877 0.41976 -0.1633
O 0.88857 -0.11737 -1.19993 -0.1737
H 0.80756 0.21113 2.02822 0.3426
H 3.09497 0.22402 -1.48600 0.3463
H -2.72033 -1.06482 0.51566 0.2994
H -2.47591 0.00333 -1.05927 0.3191
H -2.63670 0.78031 0.69866 0.3150
```

Calculated values
DFT total energy, Ha: -305.42802
HOMO-LUMO gap (alpha / beta), eV: 9.6 / 9.6
Energy above the lowest of the compared OMol25 structures with the same formula, charge and spin, kcal/mol: 105.6
Highest occupied orbital energy (alpha / beta), eV: -15.23 / -15.23
Net charge: +1
LUMO (alpha / beta), eV: -5.65 / -5.65
Spin multiplicity: 1

[2]
DFT (ωB97M-V/def2-TZVPD) results for an isolated molecule of C3H2N2O3 at a distorted geometry.

```
10
Properties=species:S:1:pos:R:3:mulliken_charge:R:1
O 0.58758 -1.76455 1.34387 -0.4243
C 0.74063 -0.83081 0.63369 0.3453
N 1.81856 -0.67939 -0.40400 -0.1136
N 1.64171 0.37821 -1.09675 0.0199
O 0.38088 1.13828 -0.52586 -0.3735
C -0.38783 0.16276 0.31452 0.3446
C -1.78547 0.09445 0.12750 -0.0806
O -2.39068 1.15696 -0.32215 -0.4360
H -2.47800 -0.53865 0.68713 0.3447
H -1.77024 1.84311 -0.60315 0.3735
```

Calculated values
DFT total energy, Ha: -450.60189
HOMO-LUMO gap, eV: 8.3
Energy above the lowest of the compared OMol25 structures with the same formula, charge and spin, kcal/mol: 126.4
Highest occupied orbital energy, eV: -9.56
Net charge: 0
LUMO, eV: -1.31
Spin multiplicity: 1

[3]
DFT (ωB97M-V/def2-TZVPD) results for a 2-piece molecular cluster, C7H17NO overall at a distorted geometry.

```
26
Properties=species:S:1:pos:R:3:mulliken_charge:R:1
C -1.50908 -0.76014 -2.06113 -0.9127
C -1.70946 -1.40240 -0.70104 0.6325
N -0.75345 -2.26678 -0.23358 -0.4045
O -2.46085 -0.89448 0.07909 -0.5928
H -2.41484 -0.87639 -2.75129 0.3410
H -0.71086 -1.27632 -2.68673 0.2921
H -1.26061 0.32333 -1.89811 0.2105
H -0.83024 -2.62262 0.69212 0.2296
H -0.27138 -2.94713 -1.08337 0.2832
C -1.00588 1.74798 2.07770 -0.8524
C 0.37589 1.15124 2.03251 -0.4189
C 0.56682 0.98841 0.49978 -0.1105
C 1.77682 0.06461 0.19543 -0.3566
C 1.96479 -0.06338 -1.30467 -1.1421
H -1.19012 2.66371 1.48977 0.2807
H -1.56178 0.94143 1.43206 0.1833
H -1.43737 1.83982 3.10803 0.3358
H 0.36368 0.07459 2.48480 0.2240
H 1.22462 1.72240 2.39127 0.3675
H -0.47139 0.62563 0.15733 -0.4244
H 0.87023 1.81694 -0.08159 0.3667
H 1.64215 -0.97672 0.55873 0.2523
H 2.57933 0.66457 0.69763 0.3812
H 1.96204 0.71059 -1.93944 0.4995
H 3.04564 -0.43833 -1.57138 0.2870
H 1.21531 -0.81056 -1.58392 0.0480
```

Calculated values
DFT total energy, Ha: -406.83822
HOMO-LUMO gap, eV: 10.6
Energy above the lowest of the compared OMol25 structures with the same formula, charge and spin, kcal/mol: 57.8
Highest occupied orbital energy, eV: -9.97
Net charge: 0
LUMO, eV: 0.68
Spin multiplicity: 1

[4]
DFT (ωB97M-V/def2-TZVPD) results for C36H28BaCl4N6O2S3 as an isolated structure at a distorted geometry.

```
80
Properties=species:S:1:pos:R:3:mulliken_charge:R:1
Ba -0.31393 0.10187 -1.94956 1.4075
C -3.83384 -3.20637 0.13971 -0.9359
C -2.95077 -2.42393 -0.61829 -0.0356
N -2.62211 -1.18601 -0.33304 -0.0922
C -2.96877 -0.64916 0.85645 -0.3182
C -3.77384 -1.38989 1.77008 0.8686
C -4.18417 -2.67758 1.34717 -0.3602
C -4.03714 -0.88958 3.04288 -0.7129
C -3.43197 0.33969 3.41391 -1.2587
C -2.58960 1.01410 2.52851 0.0194
C -2.29072 0.60316 1.21850 -0.2374
N -1.42028 1.15005 0.36174 0.2266
C -0.91594 2.41317 0.67107 0.1754
C -1.73843 3.51880 0.99561 -0.2791
C -1.23527 4.80002 1.25147 -0.8075
C 0.12680 5.02191 1.23235 -0.9815
C 0.97231 3.95463 0.88983 1.1155
C 2.34648 4.22145 0.71953 -0.7106
C 3.18268 3.29080 0.20252 -0.8050
C 2.61069 2.04058 -0.22568 -0.7020
N 1.31941 1.73529 -0.02595 0.0222
C 0.49077 2.65474 0.57741 0.4285
H -4.13535 -4.19153 -0.21385 0.3756
H -2.55034 -2.77787 -1.57740 0.2725
H -4.77514 -3.30005 2.01096 0.3816
H -4.64893 -1.40829 3.73400 0.3705
H -3.57769 0.75227 4.37871 0.3910
H -2.09727 1.89020 2.94454 0.3585
H -2.79445 3.30260 1.03715 0.5595
H -1.98935 5.54467 1.44718 0.3908
H 0.49107 6.01030 1.49376 0.3235
H 2.70994 5.21851 0.98449 0.3272
H 4.22943 3.45265 0.07604 0.4318
H 3.23607 1.36429 -0.80309 0.3987
Cl 1.58194 6.51923 -5.82399 -0.2658
C 0.67385 5.28835 -5.01866 0.1175
C -0.72161 5.32460 -5.02740 0.0421
Cl -1.61612 6.56319 -5.89278 -0.2527
C -1.40222 4.27864 -4.34128 0.3131
Cl -3.11623 4.29564 -4.26282 -0.2740
C -0.75661 3.17047 -3.74592 0.1057
O -1.27522 2.19368 -3.10813 -0.6958
C 0.70269 3.07139 -3.78138 -0.2971
O 1.10855 2.02759 -3.14323 -0.5031
C 1.35000 4.18667 -4.35568 0.0908
Cl 3.11050 4.29301 -4.25781 -0.2898
S -0.90004 -2.25673 -3.96754 -0.4644
C 0.71438 -2.79675 -3.83207 0.3270
N 1.47897 -2.66631 -2.77114 -0.3363
C 2.79571 -3.07350 -2.98850 -0.4642
C 3.82734 -2.87265 -2.08174 -0.3502
C 5.12699 -3.25884 -2.41268 -0.6606
C 5.39531 -3.84098 -3.64994 -0.3123
C 4.38664 -4.03793 -4.58524 -0.5368
C 3.07790 -3.66128 -4.23223 0.8528
S 1.57972 -3.65987 -5.13847 -0.3134
H 3.61013 -2.30757 -1.16520 0.4088
H 5.94986 -3.06978 -1.76287 0.4040
H 6.42080 -4.13059 -3.85347 0.3224
H 4.65611 -4.45754 -5.54433 0.3570
C 0.04297 -4.75691 2.81785 -1.1970
N -0.20318 -3.47006 3.43028 0.0890
C -1.68409 -3.36322 3.56449 -0.9530
C 0.53007 -2.39764 2.97197 0.3322
S 1.88556 -2.59520 1.96132 -0.3730
N 0.14029 -1.15826 3.37288 0.4673
C 0.80325 0.03000 2.83566 -1.4631
C -0.58194 -0.93770 4.60736 -1.2933
H -0.36719 -5.52870 3.46217 0.3593
H 1.11026 -4.90200 2.70808 0.4357
H -0.39169 -4.81883 1.80660 0.3852
H -2.15684 -4.05441 2.88530 0.5227
H -2.07279 -2.35917 3.34582 0.1419
H -2.03326 -3.56655 4.57754 0.1465
H 0.56801 0.16037 1.77265 0.3657
H 1.86796 0.02892 2.93260 0.4640
H 0.36333 0.88748 3.35114 0.4273
H -0.79346 -1.86249 5.09922 0.5124
H -1.61013 -0.51615 4.40297 0.2729
H -0.01681 -0.23712 5.25992 0.4246
```

Calculated values
DFT total energy, Ha: -4928.71059
HOMO-LUMO gap, eV: 4.9
Energy above the lowest of the compared OMol25 structures with the same formula, charge and spin, kcal/mol: 10.3
Highest occupied orbital energy, eV: -1.11
Net charge: -2
LUMO, eV: 3.80
Spin multiplicity: 1

[5]
DFT (ωB97M-V/def2-TZVPD) results for an isolated molecule of C3H4N4 at a distorted geometry.

```
11
Properties=species:S:1:pos:R:3:mulliken_charge:R:1
N 2.21133 -0.26986 -0.73464 -0.3451
C 0.89721 0.02825 -0.86379 0.0738
C -0.99702 0.05963 2.71519 -0.0615
N -1.69073 0.15370 1.76326 -0.0692
C -2.08672 0.13613 0.43486 0.0391
N -1.28134 -0.11804 -0.51659 -0.3684
N -0.00963 -0.50035 -0.12870 -0.4433
H 2.88771 0.18237 -1.32281 0.2096
H 2.54017 -0.79192 0.06242 0.2438
H 0.65693 0.76748 -1.62955 0.3708
H -3.12792 0.35261 0.22034 0.3504
```

Calculated values
DFT total energy, Ha: -335.65608
HOMO-LUMO gap, eV: 9.6
Energy above the lowest of the compared OMol25 structures with the same formula, charge and spin, kcal/mol: 73.6
Highest occupied orbital energy, eV: -9.01
Net charge: 0
LUMO, eV: 0.60
Spin multiplicity: 1

[6]
DFT (ωB97M-V/def2-TZVPD) results for C44H55N5ORuSe as an isolated structure.

```
107
Properties=species:S:1:pos:R:3:mulliken_charge:R:1
Ru 0.49523 0.07160 -0.41832 0.8924
C 1.08432 5.75357 1.78860 -1.0391
C 1.72579 5.51633 0.41886 -1.2491
C 1.17046 4.30681 -0.26483 1.1910
C 0.22770 4.26797 -1.25288 1.0910
C -0.42829 5.42205 -1.94329 -1.3828
C 0.26405 5.79750 -3.25584 -1.2601
C -0.02689 2.88097 -1.53829 -0.3659
C -0.91700 2.42714 -2.49463 -0.6306
C -1.21336 1.08245 -2.77033 -1.0166
C -2.18075 0.62598 -3.70752 1.7115
C -2.99989 1.49622 -4.61210 -1.1300
C -4.46146 1.64313 -4.17032 -0.6715
C -2.24817 -0.74929 -3.57513 1.5391
C -1.31164 -1.11382 -2.59115 -0.5643
C -1.02022 -2.42857 -2.19724 -0.9715
C -0.06376 -2.81297 -1.31375 -0.9777
N 0.74122 -1.95080 -0.56965 -0.1820
C 1.54471 -2.73785 0.19366 -0.3445
C 2.49836 -2.28975 1.09189 -0.5985
C 2.79462 -0.95030 1.34601 -0.3351
N 2.18316 0.12141 0.76825 -0.0236
C 2.79303 1.25769 1.29319 0.2416
C 2.45010 2.55788 0.97272 -0.5820
C 1.49689 2.95456 0.06114 -0.9338
N 0.74709 2.09283 -0.72844 0.0505
C 3.80074 0.86785 2.22236 0.8754
C 3.80880 -0.50218 2.25881 0.8252
C 4.70360 -1.40790 3.04382 -1.2620
C 5.87151 -1.95502 2.21784 -1.1005
C 4.69896 1.81117 2.95925 -1.3357
C 5.89806 2.26289 2.12125 -1.1241
C 1.24639 -4.13222 -0.05008 0.9702
C 0.24100 -4.17259 -0.96053 1.5366
C -0.47046 -5.37128 -1.49436 -1.2571
C 0.05826 -5.81247 -2.86191 -1.1555
C 1.86596 -5.27673 0.68528 -1.3194
C 1.23300 -5.47792 2.06503 -1.1402
N -0.67668 0.01356 -2.10321 0.1045
C -3.09533 -1.70997 -4.35038 -1.1586
C -2.40651 -2.19889 -5.62690 -1.2200
H 1.50278 6.63478 2.27833 0.4272
H 1.23618 4.89177 2.43981 0.1652
H 0.00786 5.89725 1.68285 0.2408
H 2.80924 5.41657 0.53258 0.4386
H 1.56622 6.39429 -0.21156 0.4645
H -0.44070 6.28801 -1.27590 0.4939
H -1.47537 5.17879 -2.14137 0.4135
H 1.29910 6.08986 -3.07180 0.3167
H -0.24320 6.62523 -3.75435 0.3995
H 0.28051 4.94471 -3.93520 0.2872
H -1.44772 3.18000 -3.05832 0.1337
H -2.96308 1.10405 -5.63426 0.3474
H -2.55095 2.48900 -4.66244 0.3459
H -5.05216 0.76090 -4.41751 0.3148
H -4.93308 2.50210 -4.65141 0.4339
H -4.51850 1.78313 -3.09012 -0.1858
H -1.59236 -3.21720 -2.66525 0.4398
H 3.05212 -3.03643 1.64195 0.3412
H 2.98376 3.34528 1.49092 0.3229
H 4.11957 -2.24402 3.43859 0.3840
H 5.09400 -0.87248 3.91338 0.3847
H 5.50267 -2.50020 1.34861 0.2565
H 6.49638 -2.62883 2.80704 0.3887
H 6.49782 -1.14007 1.85208 0.2365
H 5.05609 1.33040 3.87349 0.4216
H 4.13080 2.68905 3.27928 0.3969
H 6.51695 1.40841 1.84494 0.2363
H 6.52056 2.97368 2.66782 0.4048
H 5.56268 2.73685 1.19814 0.2542
H -1.53820 -5.14618 -1.54917 0.3377
H -0.37330 -6.19208 -0.78070 0.4585
H -0.06877 -5.01896 -3.59986 0.2131
H -0.46674 -6.69939 -3.21958 0.3996
H 1.12404 -6.04235 -2.80896 0.3088
H 2.94173 -5.10900 0.79408 0.4400
H 1.75722 -6.18929 0.09401 0.4781
H 1.33132 -4.57396 2.66707 0.2528
H 1.70018 -6.30619 2.60135 0.3936
H 0.16662 -5.68303 1.96595 0.3211
H -4.04634 -1.23674 -4.60763 0.2072
H -3.35090 -2.56059 -3.71456 0.4882
H -2.15899 -1.36078 -6.28029 0.2962
H -3.04252 -2.88993 -6.18341 0.4151
H -1.47406 -2.71088 -5.38454 0.2368
O -0.57807 -1.23490 2.29500 -0.2309
C -1.47823 -0.60269 3.18125 -0.8744
C -0.91410 0.72314 3.65926 -0.8555
C -0.44873 1.66114 2.53606 0.5766
C -1.53730 1.90282 1.53362 0.6941
C -2.39717 2.98843 1.63870 -0.6012
C -3.47382 3.08651 0.76956 -0.8727
C -3.67679 2.08536 -0.16274 -0.9777
C -2.75625 1.04996 -0.22881 -0.7754
N -1.70017 0.97999 0.57485 1.2769
H -1.13940 -1.81275 1.73411 -0.0941
H -1.66404 -1.24368 4.05394 0.4016
H -2.44193 -0.45336 2.68137 0.3462
H -0.06903 0.55716 4.33319 0.4549
H -1.70226 1.21471 4.24202 0.3786
H 0.41614 1.21598 2.04346 -0.8866
H -0.12330 2.60914 2.97192 0.2319
H -2.22140 3.73644 2.40077 0.5586
H -4.14738 3.93294 0.82674 0.4288
H -4.51604 2.10307 -0.84368 0.4240
H -2.85845 0.23840 -0.94126 0.6122
Se -2.99635 -2.79351 0.24798 -0.6647
```

Calculated values
DFT total energy, Ha: -4555.07732
HOMO-LUMO gap (alpha / beta), eV: 4.4 / 4.5
Energy above the lowest of the compared OMol25 structures with the same formula, charge and spin, kcal/mol: 0.0
Highest occupied orbital energy (alpha / beta), eV: -2.33 / -3.25
Net charge: -1
LUMO (alpha / beta), eV: 2.10 / 1.25
Spin multiplicity: 6
Expectation value of S²: 8.842